ORCA calculation (ωB97M-V/def2-TZVPD) on a single C3H9N3O molecule.

Structure (XYZ):
```
16
Properties=species:S:1:pos:R:3:mulliken_charge:R:1
N 0.1950 1.4084 -1.3249 -0.48
C 1.3512 0.5672 -1.0554 -0.54
N 1.3308 0.0038 0.2609 -0.36
C 0.3249 -1.0096 0.4935 -0.46
C -0.9169 -0.4442 1.1526 0.52
N -2.0998 -1.0589 0.8687 -0.44
O -0.8295 0.4406 1.9804 -0.62
H -0.1466 1.8939 -0.5092 0.20
H 0.2820 2.0605 -2.0889 0.20
H 2.3104 1.0750 -1.1593 0.32
H 1.3769 -0.2519 -1.7673 0.32
H 1.2624 0.7034 0.9892 0.26
H 0.6830 -1.7056 1.2601 0.29
H 0.0891 -1.5434 -0.4297 0.31
H -2.8915 -0.6490 1.3406 0.25
H -2.3214 -1.4903 -0.0112 0.22
```

Output
* relative energy (zero: lowest compared OMol25 entry of this formula, charge and spin): 51.1 kJ/mol
* total charge: 0
* structure (SMILES): NCNCC(N)=O

***

ORCA calculation (ωB97M-V/def2-TZVPD) on a molecular structure, C13H30N2O5S2.

Structure (XYZ):
```
52
Properties=species:S:1:pos:R:3:mulliken_charge:R:1
C 6.6181 -2.2407 2.9636 -1.36
C 5.5992 -2.0664 1.8463 -0.23
C 4.3462 -1.3286 2.3517 -0.92
C 3.0689 -1.9901 1.8722 -0.12
O 2.8604 -3.1493 2.6949 -0.28
S 1.3491 -3.5161 3.0552 1.11
O 0.7566 -4.1453 1.9237 -0.65
O 1.4633 -4.3301 4.1948 -0.68
N 0.6508 -2.1284 3.4842 -0.50
S -0.4029 -1.5844 2.4461 0.99
O 0.0253 -1.5918 1.0722 -0.51
O -0.7368 -0.2392 2.8578 -0.75
H 6.3434 -3.0815 3.5839 0.32
H 7.6111 -2.4175 2.5691 0.38
H 6.6455 -1.3385 3.5581 0.34
H 6.0420 -1.5255 1.0208 0.37
H 5.2731 -3.0425 1.5225 0.29
H 4.3200 -1.4378 3.4267 0.31
H 4.3460 -0.2744 2.1080 0.42
H 2.2634 -1.2785 1.9478 0.19
H 3.1710 -2.2932 0.8382 0.23
H -1.5326 -2.3019 2.5939 0.07
C 0.5133 1.9433 -0.4100 -1.58
C -0.8051 1.6018 0.2855 -0.08
C -1.7892 0.7143 -0.4408 -0.80
N -2.3459 1.1879 -1.7777 0.25
C -2.6764 2.6478 -1.7135 -0.68
C -3.4471 3.1412 -2.9273 -0.76
C -4.7234 2.3341 -3.1270 -0.67
C -4.3793 0.8554 -3.2436 -0.68
C -3.6032 0.3876 -2.0262 -0.60
C -1.3667 0.8765 -2.8545 -0.94
H 0.3978 2.6726 -1.2179 0.35
H 1.1931 2.3973 0.3087 0.44
H 0.9969 1.0493 -0.8070 0.33
H -1.2848 2.5259 0.6185 0.37
H -0.5675 1.0490 1.1931 0.24
H -2.6556 0.5836 0.2063 0.16
H -1.3538 -0.2707 -0.6156 0.61
H -3.2659 2.7896 -0.8078 0.45
H -1.7407 3.1901 -1.6127 0.41
H -3.6860 4.1941 -2.7779 0.39
H -2.8239 3.0937 -3.8234 0.32
H -5.2567 2.6743 -4.0139 0.38
H -5.3920 2.4906 -2.2750 0.30
H -3.8178 0.6699 -4.1613 0.31
H -5.2904 0.2620 -3.3245 0.40
H -3.2966 -0.6522 -2.1210 0.47
H -4.2172 0.4925 -1.1332 0.42
H -1.1685 -0.1907 -2.8331 0.34
H -0.4529 1.4311 -2.6809 0.32
H -1.7754 1.1598 -3.8178 0.48
```

Output
* relative energy (zero: lowest compared OMol25 entry of this formula, charge and spin): 0.0 kJ/mol
* total charge: 0

***

no.,HOMO energy (Ha),LUMO level (eV),molar mass (u)
1,-0.324,1.00,103.12
2,-0.315,-0.35,358.53